A 2-piece molecular cluster, C14H35BINO4S overall, computed with ωB97M-V with the def2-TZVPD basis set.

Multiplicity ... 1
HOMO-LUMO gap ... 5.9 eV
LUMO energy ... -0.73 eV
E_tot ... -44373.99307 eV
HOMO ... -6.605 eV
Net charge ... 0
F_max ... 0.46 eV Å⁻¹

Last columns: bonded neighbours and bond lengths (Å).
Cartesian coordinates (Å):
1 C -1.5679 -2.6369 -1.8410  C2 1.537, H13 1.095, H14 1.091, H15 1.093
2 C -0.2039 -2.2117 -1.2737  C1 1.537, C3 1.529, H16 1.097, H17 1.092
3 C 0.7853 -3.3517 -1.0320  C2 1.529, I4 2.210, B5 1.663, H18 1.090
4 I 0.0446 -4.4363 0.7458  C3 2.210
5 B 2.3962 -2.9757 -0.8592  C3 1.663, C6 1.655, H19 1.224, H20 1.221
6 C 2.7975 -1.3748 -0.9818  B5 1.655, C7 1.538, H21 1.098, H22 1.104
7 C 3.4684 -0.9255 -2.2913  C6 1.538, C8 1.531, H23 1.091, H24 1.101
8 C 2.6274 -1.1047 -3.5586  C7 1.531, S9 1.781, H25 1.091, H26 1.089
9 S 2.7515 -2.6702 -4.3996  C8 1.781, O10 1.430, O11 1.435, O12 1.628
10 O 4.0465 -3.2561 -4.2461  S9 1.430
11 O 1.5680 -3.4672 -4.2431  S9 1.435
12 O 2.6827 -2.0556 -5.9053  S9 1.628, H27 0.970
13 H -2.3888 -2.0353 -1.4365  C1 1.095
14 H -1.7778 -3.6811 -1.6041  C1 1.091
15 H -1.5889 -2.5312 -2.9281  C1 1.093
16 H -0.3528 -1.6669 -0.3333  C2 1.097
17 H 0.2715 -1.5017 -1.9543  C2 1.092
18 H 0.6333 -4.1022 -1.8083  C3 1.090
19 H 3.0084 -3.5847 -1.7273  B5 1.224
20 H 2.8171 -3.3927 0.2088  B5 1.221
21 H 3.5447 -1.1832 -0.1999  C6 1.098
22 H 1.9787 -0.6646 -0.7708  C6 1.104
23 H 4.4429 -1.4008 -2.4159  C7 1.091
24 H 3.6566 0.1582 -2.2444  C7 1.101
25 H 2.9563 -0.4038 -4.3267  C8 1.091
26 H 1.5661 -0.9312 -3.3857  C8 1.089
27 H 2.5639 -2.8087 -6.5050  O12 0.970
28 C -2.9934 1.3954 0.2969  C29 1.515, H38 1.089, H39 1.090, H40 1.087
29 C -2.5609 2.4339 1.3119  C28 1.515, N30 1.518, H41 1.092, H42 1.083
30 N -2.2452 1.8922 2.6938  C29 1.518, C31 1.499, C32 1.513, C34 1.516
31 C -3.4800 1.2341 3.2308  N30 1.499, H43 1.087, H44 1.087, H45 1.084
32 C -1.9557 3.0408 3.6357  N30 1.513, C33 1.519, H46 1.090, H47 1.090
33 C -0.7325 3.8974 3.3560  C32 1.519, H48 1.086, H49 1.090, H50 1.088
34 C -1.1702 0.8228 2.7072  N30 1.516, C35 1.515, H51 1.089, H52 1.091
35 C 0.1782 1.0943 2.0727  C34 1.515, O36 1.403, H53 1.099, H54 1.090
36 O 0.0190 1.3519 0.7031  C35 1.403, C37 1.423
37 C 1.0648 2.1029 0.0970  O36 1.423, H55 1.091, H56 1.096, H57 1.088
38 H -3.9496 0.9368 0.5453  C28 1.089
39 H -3.1224 1.9060 -0.6572  C28 1.090
40 H -2.2428 0.6232 0.1462  C28 1.087
41 H -3.3559 3.1643 1.4754  C29 1.092
42 H -1.6790 2.9586 0.9656  C29 1.083
43 H -4.3010 1.9461 3.1920  C31 1.087
44 H -3.2936 0.9316 4.2581  C31 1.087
45 H -3.7117 0.3591 2.6333  C31 1.084
46 H -1.8885 2.6000 4.6300  C32 1.090
47 H -2.8551 3.6552 3.6039  C32 1.090
48 H 0.1775 3.4563 3.7521  C33 1.086
49 H -0.8734 4.8480 3.8698  C33 1.090
50 H -0.5895 4.1177 2.3003  C33 1.088
51 H -1.6124 -0.0361 2.2045  C34 1.089
52 H -1.0249 0.5602 3.7559  C34 1.091
53 H 0.7287 0.1546 2.2179  C35 1.099
54 H 0.7543 1.8806 2.5610  C35 1.090
55 H 2.0058 2.0089 0.6403  C37 1.091
56 H 0.7748 3.1571 0.0220  C37 1.096
57 H 1.2070 1.7025 -0.9044  C37 1.088